A molecular structure, C34H37Cl20NO3S2 in a non-equilibrium geometry. Source: the OMol25 dataset; level of theory: ωB97M-V/def2-TZVPD.

Each line ends with the Mulliken charge.
Geometry (Å):
C -3.2835 -3.3343 -5.7816  -1.097
C -2.6029 -2.4725 -4.5753  0.495
N -3.1906 -2.8016 -3.2444  0.048
C -3.0255 -1.7037 -2.2396  -0.638
C -1.5015 -1.5502 -1.7531  -0.180
C -2.7574 -4.1098 -2.7357  -0.195
S -3.8804 -4.9492 -1.7763  -0.211
S -1.0738 -4.7847 -3.0822  0.078
C -0.8049 -6.3764 -2.1786  -0.619
C 0.5651 -6.4546 -1.3455  -0.993
C 1.0165 -5.0858 -0.6474  -0.160
C 0.2071 -4.7233 0.6929  0.613
C -1.0512 -5.5145 1.1668  -0.327
C -1.8440 -5.1839 2.4785  -0.681
C -1.3825 -3.9879 3.3461  -0.743
C -0.1375 -3.2082 2.8774  0.223
C 0.6829 -3.5455 1.5756  0.293
C 1.9576 -2.6338 1.3143  0.437
O 2.9533 -3.1541 0.7498  -0.574
C 1.9685 -1.1002 1.8134  0.362
C 2.8058 0.0098 1.0961  0.259
C 3.7127 -0.2747 -0.1837  -1.339
C 2.7843 1.4691 1.6861  0.038
C 3.6158 2.6939 1.0937  -0.404
C 2.7847 4.0925 1.0633  -0.088
O 2.9378 4.6483 -0.2865  -0.560
C 1.9035 1.7798 2.9500  -0.338
C 1.0613 0.7075 3.6898  -0.098
C 0.2210 1.0753 4.9919  -0.824
C -0.4682 2.5250 4.9651  0.658
C -1.1960 2.8845 3.5616  -0.705
C 0.5082 3.7215 5.4853  -0.825
C 1.1256 -0.7459 3.0947  0.193
C 0.3432 -1.9765 3.7785  -0.064
O 0.1013 -2.0517 5.0135  -0.593
H -2.5293 -3.5630 -6.6212  0.273
H -4.0803 -2.6567 -6.2767  0.321
H -3.8405 -4.2548 -5.4044  0.289
H -2.9104 -1.3783 -4.7976  0.329
H -1.4594 -2.4842 -4.6175  -0.537
H -3.6787 -1.9656 -1.3218  0.301
H -3.4249 -0.7347 -2.7269  0.329
H -1.1250 -2.4702 -1.1783  -0.005
H -1.4591 -0.6507 -1.0275  0.355
H -0.8516 -1.3918 -2.6763  -0.027
H -0.7427 -7.2028 -2.9872  0.384
H -1.7031 -6.6898 -1.5210  0.339
H 1.4029 -6.7924 -2.0412  0.400
H 0.4654 -7.2516 -0.5140  0.330
H 1.0346 -4.1743 -1.3317  0.261
H 2.1110 -5.2434 -0.3052  0.355
H -1.4256 -6.4099 0.5756  0.074
H -2.7462 -5.8474 2.7400  0.315
H -1.9934 -3.7517 4.2777  0.362
H 3.1022 -0.0732 -1.1349  0.200
H 4.2517 -1.2766 -0.1780  0.349
H 4.5427 0.5320 -0.1796  0.367
H 4.4864 2.8830 1.8329  0.259
H 4.0233 2.5334 0.0411  0.244
H 3.2586 4.8556 1.7877  0.190
H 1.6778 3.9659 1.3066  0.070
H 2.0201 4.7864 -0.6284  0.323
H 1.8879 2.8553 3.3410  0.344
H 0.9519 1.0721 5.8873  0.253
H -0.6092 0.3178 5.2395  0.307
H -1.3289 2.4889 5.7500  0.315
H -2.0986 3.5550 3.8315  0.058
H -0.5054 3.4216 2.8249  0.094
H -1.6570 1.9196 3.1322  0.299
H 1.6151 3.4158 5.4870  0.389
H 0.1635 4.1367 6.5073  0.031
H 0.4195 4.6122 4.7500  0.078
C 1.0421 0.0421 -5.4233  0.282
Cl 1.5375 0.1584 -7.1264  -0.122
Cl 2.3484 0.6490 -4.3839  -0.059
Cl -0.4211 1.0155 -5.1653  -0.082
Cl 0.7036 -1.6543 -5.0197  -0.041
C -2.5793 5.0916 8.0695  0.287
Cl -1.6703 3.9039 9.0284  -0.090
Cl -3.9582 5.6882 9.0175  -0.098
Cl -1.5169 6.4518 7.6494  -0.067
Cl -3.1726 4.3221 6.5817  -0.048
C -1.6287 4.8932 -6.8253  0.332
Cl -0.8717 3.3354 -7.2193  -0.036
Cl -3.0294 5.1569 -7.8858  -0.094
Cl -2.1633 4.8786 -5.1306  -0.107
Cl -0.4508 6.2016 -7.0634  -0.095
C -3.2356 7.3659 3.7129  0.286
Cl -3.8780 7.9460 5.2650  -0.072
Cl -4.2964 6.0928 3.0719  -0.097
Cl -3.1662 8.7155 2.5597  -0.101
Cl -1.6019 6.7086 3.9538  -0.023
C 5.9416 -0.3872 -7.6329  0.280
Cl 6.3463 -2.0369 -8.1550  -0.101
Cl 6.7235 -0.0511 -6.0731  -0.102
Cl 6.5172 0.7760 -8.8468  -0.107
Cl 4.1787 -0.2362 -7.4559  0.015

Calculated values
2S+1: 1
LUMO level: -0.0390 Ha
gap between HOMO and LUMO: 0.27217 Ha
electronic energy: -11597.9504 hartree

4 unconnected molecules or ions with the total composition C4H13NO3 in a non-equilibrium geometry. Source: the OMol25 dataset; level of theory: ωB97M-V/def2-TZVPD.

Each line ends with the Mulliken charge.
Geometry (Å):
C 1.2899 2.3395 -1.1228  -0.587
C 1.7362 1.2653 -0.4258  -0.409
C 0.7749 0.5721 0.3907  -0.207
C 1.0295 -0.3425 1.4123  -0.258
N 0.0890 -0.8113 2.2384  -0.320
H 1.9135 2.6883 -1.9451  0.298
H 0.2921 2.7494 -0.8485  0.213
H 2.5611 0.6927 -0.8785  0.329
H -0.1895 1.0476 0.7270  0.164
H 2.0821 -0.4828 1.6119  0.348
H 0.3416 -1.4312 2.9873  0.192
H -0.8557 -0.4467 2.1600  0.222
O 0.8110 -1.0461 -2.1121  -0.707
H 0.6091 -0.1698 -1.7013  0.395
H 1.1459 -0.8161 -2.9856  0.316
O -2.5793 -0.1272 1.2795  -0.739
H -2.1562 -0.3309 0.4065  0.423
H -2.8723 0.7870 1.2613  0.326
O -1.9202 -1.0895 -1.0830  -0.687
H -2.2772 -1.9891 -1.0709  0.347
H -1.0115 -1.3302 -1.3553  0.341

Calculated values
energy relative to the best compared isomer or geometry (same formula, charge and spin): 247.6 kJ/mol
2S+1: 1
LUMO level: 0.0303 Ha
gap between HOMO and LUMO: 0.29716 Ha
electronic energy: -440.6209 hartree
SMILES string: C=C/C=C/N.O.O.O